Record 1
78
Properties=species:S:1:pos:R:3:forces:R:3 method="wB97M-V/def2-TZVPD" orbital_gap_ev="5.39 / 5.39" total_charge=+2 largest_force_ev_per_a=1.90 relative_energy_kcal_mol=90.60
Rh 0.9470 -0.4120 0.0350 0.4956 0.8701 0.0802
I 3.2278 -0.8848 2.0047 -0.4177 0.1410 -1.5502
C 4.4657 -1.3958 0.3499 0.5325 -0.1492 0.4322
C 5.7430 -1.8281 0.6119 -0.8630 0.2887 0.3954
C 6.5229 -2.3308 -0.4294 0.0328 -0.1659 -0.7576
C 6.0112 -2.3813 -1.7001 0.2659 0.0334 0.5019
C 4.7470 -1.8354 -1.9952 -0.3275 0.2096 0.0484
C 4.2861 -1.7834 -3.3239 -0.3185 0.1695 -0.1821
C 3.1300 -1.1153 -3.6312 0.7014 -0.0616 -0.0184
C 2.3781 -0.5099 -2.6149 -0.2248 0.1668 0.9370
C 2.6978 -0.6747 -1.2769 -1.5613 -0.0780 -0.7892
C 3.9313 -1.2977 -0.9483 -0.2723 -0.0757 0.4827
H 6.1382 -1.8001 1.6146 0.0247 -0.0808 0.1388
H 7.5156 -2.6916 -0.2220 0.1426 -0.0755 0.0364
H 6.5822 -2.8151 -2.5067 0.1038 0.0273 -0.0766
H 4.8938 -2.2381 -4.0927 -0.0222 -0.0379 -0.0917
H 2.8006 -1.0344 -4.6569 0.0177 0.0685 -0.0811
H 1.5249 0.0850 -2.9205 -0.0630 -0.2157 0.1965
N -1.2171 1.2597 1.6406 0.3045 -0.3870 0.1332
P 0.1175 0.4926 2.3649 -1.4349 -1.1570 -0.4560
C -0.5014 -1.1809 2.8219 0.4470 0.4095 0.0261
C -0.2935 -2.2208 1.9235 0.4487 0.0625 -0.5837
C -0.8110 -3.4796 2.1493 -0.2058 -0.0852 0.1620
C -1.5186 -3.7187 3.3187 0.0136 -0.0289 -0.1698
C -1.7205 -2.6932 4.2272 -0.1348 0.1372 0.1895
C -1.2234 -1.4233 3.9861 0.0127 0.0749 -0.0062
C 0.3205 1.3123 3.9650 0.6077 0.1654 -0.4465
C -0.2729 2.5365 4.2613 -0.0469 -0.1667 -0.2483
C -0.1317 3.0728 5.5297 -0.0313 0.0551 0.0771
C 0.6373 2.4228 6.4835 0.0059 -0.0155 -0.1117
C 1.2812 1.2335 6.1689 0.0392 -0.0217 0.0041
C 1.1286 0.6824 4.9124 -0.0284 -0.0723 -0.1900
P -1.2888 0.8295 -0.0098 0.6682 1.0991 0.6716
C -0.9366 2.4185 -0.8259 0.2038 -0.7862 -0.3300
C 0.4078 2.6393 -1.1127 0.3469 -0.5150 0.0876
C 0.8141 3.8098 -1.7204 0.0086 0.1203 -0.0362
C -0.1386 4.7592 -2.0614 0.1520 -0.0291 0.0269
C -1.4752 4.5526 -1.7601 -0.0786 0.0558 0.0550
C -1.8837 3.3882 -1.1324 -0.0865 -0.0497 -0.0349
C -3.0560 0.5086 -0.2517 0.4704 -0.5484 -0.1657
C -3.8184 0.0092 0.8030 0.2149 0.0336 0.1026
C -5.1735 -0.2092 0.6373 -0.1119 -0.0020 0.0045
C -5.7707 0.0217 -0.5915 0.0980 0.0419 0.0588
C -5.0089 0.4797 -1.6558 0.0054 0.0212 -0.0916
C -3.6566 0.7147 -1.4934 0.1472 0.0617 -0.0465
H -2.0396 1.5505 2.1627 0.0642 0.0233 -0.0219
H 0.3252 -2.0453 1.0137 -0.6018 -0.5918 0.8972
H -0.6689 -4.2650 1.4254 0.0957 -0.1263 -0.0690
H -1.9130 -4.7030 3.5196 -0.0339 -0.0791 0.0268
H -2.2785 -2.8749 5.1324 -0.0457 -0.0553 0.1003
H -1.3891 -0.6272 4.6983 -0.0374 0.0065 0.0999
H -0.8390 3.0607 3.5054 -0.0766 0.1083 -0.0218
H -0.6172 4.0061 5.7714 -0.0174 0.0710 0.0073
H 0.7535 2.8508 7.4666 -0.0085 0.0510 0.0955
H 1.9037 0.7390 6.8984 0.0340 -0.0325 0.0758
H 1.6235 -0.2444 4.6547 0.0157 -0.1419 0.1397
H 1.1377 1.8566 -0.8418 -0.1837 0.4238 -0.2328
H 1.8580 3.9783 -1.9342 0.0949 0.0218 -0.0340
H 0.1681 5.6649 -2.5593 0.0085 0.1334 -0.0499
H -2.2025 5.3058 -2.0159 -0.1121 0.0914 -0.0165
H -2.9252 3.2360 -0.8946 -0.1163 0.0089 -0.0025
H -3.3549 -0.2064 1.7555 0.0023 -0.0581 0.0914
H -5.7672 -0.5545 1.4688 -0.0311 -0.0894 0.0808
H -6.8272 -0.1494 -0.7208 -0.1230 -0.0257 -0.0054
H -5.4773 0.6656 -2.6098 -0.0186 0.0112 -0.1019
H -3.0713 1.0922 -2.3209 -0.0273 0.0138 -0.0789
S -0.4928 -2.1141 -1.5758 0.7652 0.2651 1.2524
C -0.7237 -1.5492 -3.1412 0.2787 0.3782 -0.0894
N -0.8530 -2.3358 -4.2033 -0.1599 0.0422 0.0978
C -1.0158 -1.5861 -5.4376 -0.1127 0.0255 -0.4527
C -0.9863 -0.1247 -4.9475 -0.0152 0.3890 -0.3569
N -0.7694 -0.2668 -3.5141 -0.1149 -0.1137 -0.0669
H -0.9039 -3.3389 -4.1597 0.1339 -0.0194 0.1928
H -1.9568 -1.8423 -5.9289 0.0935 0.0581 0.0448
H -0.1962 -1.8083 -6.1257 -0.1036 0.0506 0.0717
H -1.9256 0.3972 -5.1426 0.0716 -0.0571 -0.0272
H -0.1738 0.4461 -5.4041 -0.1047 -0.0659 0.0181
H -0.7552 0.5120 -2.8708 0.1038 -0.2249 -0.0496

***

Record 2
88
Properties=species:S:1:pos:R:3:forces:R:3 method="wB97M-V/def2-TZVPD" orbital_gap_ev="7.52 / 7.62" total_charge=+1 spin_multiplicity=5 largest_force_ev_per_a=1.87 relative_energy_kcal_mol=0.00 s_squared=6.04
Mn 0.0974 0.0401 -0.2807 -1.7201 0.7461 0.0038
O 1.9273 -0.0342 -3.6976 0.0155 0.0213 -0.3577
C 1.5684 0.1086 -2.5721 -0.0099 0.1751 0.8771
O 0.3044 0.2172 -2.1421 0.8838 -0.2835 0.0196
C 2.5648 0.1542 -1.3937 -0.2976 0.4392 0.0372
C 3.9291 -0.0130 -1.4291 0.1107 0.0204 -0.0655
C 4.6091 -0.0439 -0.2128 0.0888 -0.0126 -0.0002
C 3.9282 -0.0009 1.0019 0.1040 0.0572 0.1366
C 2.5611 0.1605 0.9714 -0.3472 0.0667 -0.1269
N 1.9596 0.3285 -0.2098 0.6450 -1.0553 -0.3645
C 1.5363 -0.0153 2.1099 0.0090 0.0391 -0.7114
O 1.8791 -0.2103 3.2368 0.0265 0.0643 0.2862
O 0.2956 -0.0120 1.6384 0.5466 -0.0657 -0.1440
H 4.4305 -0.1382 -2.3785 0.0177 0.0145 0.0108
H 5.6861 -0.1490 -0.2107 -0.0082 -0.0503 -0.0023
H 4.4327 -0.1233 1.9503 0.0088 0.0106 -0.0055
C -3.1451 4.4890 1.5589 0.0371 -0.1476 0.0307
N -1.9188 3.7364 1.2587 0.0497 0.0857 0.2932
C -1.5948 3.0067 0.1932 -0.0144 0.1515 -0.0754
N -0.3826 2.4865 0.3344 -0.1900 -0.0025 0.0996
C -0.0039 2.9699 1.5510 0.0856 0.0917 0.0842
N -0.8925 3.7286 2.1444 -0.1433 -0.0861 -0.2189
C -3.9293 3.9528 2.7422 -0.0241 0.0508 0.0245
C -3.8984 4.6525 3.9423 0.0179 -0.0404 0.0529
C -4.6184 4.2053 5.0437 0.0350 0.0177 -0.0237
C -5.3603 3.0411 4.9670 -0.0058 0.0418 0.0123
C -5.3974 2.3282 3.7725 -0.1036 -0.1020 0.1077
C -4.7006 2.7966 2.6601 0.0653 -0.0192 -0.0924
C -6.0594 1.0116 3.7506 0.1932 0.4457 -0.1024
N -6.4442 0.2778 4.7300 -0.1494 -0.4405 -0.0564
N -6.7180 -0.9935 4.1806 0.1757 0.2244 0.3401
C -6.4620 -0.9058 2.9326 -0.0743 -0.0831 -0.2958
O -6.1019 0.3616 2.5692 0.2778 -0.1568 -0.2091
C -6.3237 -1.9096 1.8464 -0.0210 -0.0680 0.0413
C -7.3001 -2.0310 0.8637 -0.0010 0.0376 -0.0562
C -7.0565 -2.8084 -0.2570 0.0074 -0.0596 0.0243
C -5.8398 -3.4624 -0.4014 -0.0061 -0.0245 -0.0026
C -4.8671 -3.3873 0.5898 -0.0022 -0.0250 0.0599
C -3.6050 -4.2232 0.4635 0.1082 0.1114 -0.0184
N -2.3286 -3.4809 0.4460 -0.0191 -0.2886 0.2087
C -1.7748 -2.7046 -0.4779 -0.0725 0.2470 0.0079
N -0.6242 -2.2038 -0.0308 -0.0067 -0.2623 0.0120
C -0.5042 -2.7920 1.1965 0.0473 0.0859 0.1435
N -1.5030 -3.5688 1.5220 -0.1974 0.1636 -0.1290
C -5.1213 -2.6081 1.7177 -0.1908 -0.3576 0.1854
H -3.7436 4.4908 0.6479 -0.0029 -0.0402 -0.0014
H -2.8386 5.5110 1.7703 -0.0115 0.0351 -0.0629
H -2.2446 2.9018 -0.6609 -0.0136 -0.0582 0.0352
H 0.9536 2.7716 2.0045 -0.0253 -0.0377 0.0039
H -3.2984 5.5503 4.0228 -0.0017 0.0076 -0.0026
H -4.5828 4.7594 5.9715 -0.0050 0.0144 -0.0062
H -5.9035 2.6673 5.8244 0.0139 -0.0088 0.0056
H -4.7497 2.2477 1.7275 0.0154 -0.0375 -0.0170
H -8.2405 -1.5061 0.9711 0.0064 0.0094 -0.0014
H -7.8138 -2.9027 -1.0223 0.0174 0.0266 -0.0356
H -5.6566 -4.0547 -1.2903 -0.0082 -0.0090 0.0060
H -3.6479 -4.8370 -0.4344 -0.0322 0.0123 -0.0220
H -3.5080 -4.8850 1.3216 0.0109 -0.0401 -0.0263
H -2.2370 -2.4894 -1.4282 -0.0131 0.0050 0.0036
H 0.3184 -2.6188 1.8702 -0.0027 -0.0082 -0.0397
H -4.3845 -2.5511 2.5132 0.0106 0.0347 -0.0257
C -6.1345 2.2472 -5.2806 -0.0184 0.0250 -0.0011
C -5.4565 0.8880 -5.2525 0.0502 -0.0822 0.0234
N -4.4848 0.7916 -4.1533 0.0057 -0.0586 -0.0996
C -3.1621 1.3484 -4.4274 -0.0758 0.0345 0.0704
C -2.1468 0.2986 -4.8653 -0.0519 -0.0423 -0.2221
C -4.8518 0.1034 -3.0489 0.1945 -0.0924 0.0029
O -5.9220 -0.4781 -2.9554 -0.1121 0.0505 0.0579
C -3.9577 0.0732 -1.8130 0.0386 0.1400 -0.0603
C -4.6152 -0.1987 -0.6174 -0.0481 0.0032 0.0422
C -3.9077 -0.2143 0.5754 -0.2533 0.3080 -0.1385
C -2.5760 0.0684 0.5643 -0.0105 0.0705 0.2193
N -1.9257 0.2391 -0.5844 0.2995 -0.1747 0.2100
C -2.5772 0.2403 -1.7459 0.1355 -0.0824 -0.0874
H -6.8446 2.2952 -6.1059 -0.0011 -0.0002 -0.0034
H -5.4148 3.0565 -5.4144 0.0030 0.0004 0.0098
H -6.6793 2.4184 -4.3520 -0.0039 -0.0041 -0.0036
H -4.9219 0.6965 -6.1851 -0.0029 0.0039 -0.0028
H -6.1911 0.1005 -5.1171 0.0151 -0.0274 -0.0124
H -2.8109 1.9236 -3.5691 -0.0024 -0.0124 -0.0069
H -3.2972 2.0705 -5.2318 0.0251 0.0600 0.0537
H -2.1399 -0.5628 -4.1957 0.0124 -0.0162 -0.1639
H -1.1404 0.7170 -4.8922 0.0192 -0.0040 -0.0106
H -2.3877 -0.0716 -5.8620 -0.0044 -0.0038 0.0029
H -5.6789 -0.3994 -0.6496 0.0457 0.0033 0.0146
H -4.3677 -0.4301 1.5114 -0.1489 0.2252 0.0944
H -2.0043 0.1393 1.4850 0.0526 -0.0971 -0.0896
H -1.9355 0.3178 -2.6103 -0.0738 0.0896 0.2456

***

Record 3
87
Properties=species:S:1:pos:R:3:forces:R:3 method="wB97M-V/def2-TZVPD" orbital_gap_ev="5.22 / 4.87" total_charge=+2 spin_multiplicity=3 largest_force_ev_per_a=2.75 relative_energy_kcal_mol=34.58 s_squared=2.01
V 0.8622 0.4110 0.6292 -0.1668 -1.1487 0.3394
C 4.1708 -2.9810 0.2189 0.0557 0.0527 0.0644
C 3.0761 -2.2549 -0.2389 0.0197 0.0851 -0.1046
N 2.9289 -0.9724 0.0630 0.3013 0.0579 0.2683
C 3.8694 -0.4066 0.8391 -0.0117 -0.4277 -0.1354
C 4.9184 -1.1647 1.3536 -0.1113 0.2773 -0.1258
N 5.0661 -2.4393 1.0327 0.0817 -0.1935 0.0159
C 3.6439 1.0256 1.0712 0.0418 0.0768 0.3089
C 4.5039 1.9061 1.6887 -0.1223 0.0299 -0.0048
C 4.1358 3.2557 1.8131 -0.0423 -0.1417 -0.0494
C 2.9732 3.6836 1.1776 -0.1429 -0.0671 -0.2308
C 2.1635 2.7491 0.5561 0.6022 0.1558 0.0834
N 2.4510 1.4345 0.5991 2.0245 1.8598 -0.1497
C 0.9353 3.0097 -0.1970 -0.5365 0.0572 -0.4820
C 0.4224 4.2607 -0.5302 0.2700 -0.0895 0.2288
N -0.7044 4.4010 -1.2061 -0.1516 -0.0959 -0.1279
C -1.3302 3.2929 -1.5913 0.0815 0.3552 0.0439
C -0.8310 2.0356 -1.3002 0.0849 -0.4243 -0.0405
N 0.2953 1.8807 -0.5978 -0.3817 2.0613 -1.1935
C 4.9508 4.1852 2.6121 0.1558 0.1605 0.0888
C 5.4764 3.7759 3.8355 -0.0258 -0.0358 -0.0557
C 6.1804 4.6985 4.5964 -0.0854 -0.0899 -0.1762
N 6.3871 5.9436 4.1948 0.2499 0.2791 0.2577
C 5.9149 6.3337 3.0199 -0.1019 -0.1858 -0.0673
C 5.1841 5.4919 2.1926 -0.0748 -0.0349 -0.0470
H 4.3296 -4.0127 -0.0667 -0.0740 -0.0190 -0.0216
H 2.3290 -2.7100 -0.8784 -0.0231 -0.0300 0.0381
H 5.6526 -0.7468 2.0319 -0.0136 0.0525 -0.0064
H 5.4554 1.5721 2.0766 0.0205 -0.0193 -0.0209
H 2.6625 4.7170 1.2292 0.0727 0.0332 -0.0125
H 0.9303 5.1745 -0.2464 0.0406 -0.0407 0.0675
H -2.2537 3.4259 -2.1392 -0.0176 -0.1341 -0.0337
H -1.3465 1.1342 -1.6147 -0.0514 -0.0024 0.0804
H 5.3137 2.7719 4.2053 -0.0092 0.0006 0.0409
H 6.5927 4.4302 5.5616 -0.0240 -0.0392 0.0010
H 6.1273 7.3569 2.7351 -0.0235 -0.0124 -0.0596
H 4.8310 5.8374 1.2297 -0.0083 0.0561 0.0053
N 0.5988 -0.6896 -2.5159 0.0279 0.0336 0.2090
C 0.0126 -1.4579 -1.5908 -0.3593 -0.0938 -0.0878
N -0.7226 -2.4708 -1.9961 0.1621 -0.2187 -0.0846
C -1.2496 -3.2419 -1.0398 -0.1510 0.2721 -0.3374
N -2.1012 -4.1936 -1.3928 0.2327 -0.0975 0.1500
N -0.9559 -3.1230 0.2793 0.1247 -0.0274 0.4644
C -0.2396 -2.0907 0.6005 -0.3528 -0.5508 -0.5227
N 0.2116 -1.1548 -0.2741 -0.8845 -0.9612 -0.8545
C 0.2543 -1.9320 1.9769 0.1860 -0.2123 0.4575
C 0.0138 -2.8546 2.9793 -0.0487 0.0945 -0.2121
C 0.6053 -2.6511 4.2177 0.0408 0.0917 -0.0481
C 1.4092 -1.5353 4.4046 -0.0691 -0.1259 0.0094
C 1.5983 -0.6585 3.3502 0.0619 0.0656 0.0829
N 1.0449 -0.8583 2.1533 0.0234 -1.0706 1.3711
H 0.5404 -0.9821 -3.4779 -0.0486 0.0629 -0.0143
H 1.2643 0.0106 -2.2396 0.0807 0.0017 -0.1125
H -2.2464 -4.4002 -2.3675 -0.0459 0.0841 -0.0098
H -2.4019 -4.8526 -0.6937 -0.0915 0.0154 -0.0149
H -0.6118 -3.7084 2.7641 -0.0328 0.0063 0.0371
H 0.4418 -3.3559 5.0210 0.0052 0.0080 0.0243
H 1.8822 -1.3458 5.3571 0.0140 0.0377 -0.0053
H 2.1945 0.2396 3.4624 -0.0285 -0.0005 0.0059
O 0.7738 2.4778 2.7609 -0.0085 0.0760 0.0451
C -0.3781 2.1730 2.4849 -0.0154 -0.1910 0.2362
N -0.6658 1.1148 1.6463 -0.4849 0.1610 0.4445
C -2.0316 0.8900 1.6360 -0.9078 -0.2182 -0.1325
O -2.5982 -0.0382 1.0870 0.7776 0.2706 0.6888
C -2.6724 1.9712 2.4350 0.2080 0.3654 0.2059
C -3.9934 2.2484 2.7098 -0.1032 -0.1339 -0.0461
C -4.2693 3.3612 3.5039 -0.0306 -0.0828 -0.0397
C -3.2495 4.1567 4.0069 0.0952 0.0424 0.0425
C -1.9139 3.8692 3.7330 0.1104 0.0197 0.0352
C -1.6506 2.7691 2.9455 -0.2834 -0.0271 -0.0118
H -4.7915 1.6230 2.3328 0.0068 -0.0068 -0.0393
H -5.2960 3.6083 3.7370 -0.0106 -0.0108 -0.0032
H -3.4980 5.0039 4.6311 0.0091 0.0305 -0.0246
H -1.1127 4.4834 4.1212 -0.0031 0.0025 0.0453
C -5.4969 -1.8501 -0.4351 0.1179 0.4482 -0.2495
Sb -3.9905 -0.5432 -1.2652 0.2112 -0.2900 -0.9414
C -4.4384 -0.7721 -3.3910 -0.3715 0.1113 0.6285
C -5.0024 1.3462 -0.9588 0.0907 -0.3669 -0.0643
H -6.4330 -1.6514 -0.9535 -0.0737 -0.0781 0.0725
H -5.6015 -1.6223 0.6235 -0.0207 -0.0380 0.0319
H -5.2187 -2.8924 -0.5609 0.0361 -0.0429 -0.0161
H -5.5173 -0.7908 -3.5343 -0.0037 -0.0239 -0.1996
H -3.9957 -1.6892 -3.7731 0.0034 -0.0334 -0.0009
H -4.0159 0.0791 -3.9230 0.0092 0.0093 -0.0380
H -5.9151 1.1779 -0.3909 -0.0517 0.0718 0.0070
H -5.2548 1.7700 -1.9286 -0.0389 0.0636 0.0093
H -4.3558 2.0293 -0.4100 -0.0177 0.0378 0.0195